{
  "formula": "C31H23N5O3S5V",
  "method": "the ωB97M-V functional and the def2-TZVPD basis",
  "multiplicity": 4,
  "charge": -2,
  "energy_ev": -125981.3626,
  "species": ["C", "C", "C", "C", "H", "H", "H", "H", "C", "C", "C", "C", "S", "V", "C", "H", "H", "N", "H", "H", "C", "S", "N", "C", "C", "C", "C", "H", "S", "C", "H", "C", "C", "C", "O", "C", "H", "C", "C", "N", "H", "C", "C", "N", "H", "S", "H", "O", "C", "C", "H", "C", "H", "H", "H", "C", "H", "H", "C", "C", "C", "H", "N", "H", "S", "O", "C", "H"],
  "positions_angstrom": [[-0.155, 0.606, 2.997], [4.529, -1.356, -2.395], [5.834, 1.325, -0.614], [0.164, 1.833, -3.858], [-7.137, 1.324, 0.955], [-2.608, -0.007, -4.073], [-2.594, 1.242, -2.803], [2.558, -2.678, 0.003], [-0.624, 1.289, 5.209], [4.183, -2.141, -1.305], [-5.014, 1.229, 0.606], [5.239, 2.308, -1.394], [-0.832, -0.412, 5.339], [0.325, 0.224, 0.942], [-2.180, 0.945, -3.766], [-7.046, -0.557, 2.588], [-0.082, -2.625, -0.227], [1.221, 0.045, -3.151], [-0.096, 2.712, 3.694], [-0.772, 1.918, 6.075], [-0.688, -3.083, 3.500], [1.347, 2.141, -0.331], [-0.194, -1.713, 1.602], [1.380, 1.370, -3.533], [3.677, 0.798, 0.409], [-4.928, -0.837, 2.402], [-6.139, -0.216, 2.101], [5.514, -0.172, 0.886], [2.760, -0.158, 1.547], [3.553, -0.620, -3.037], [3.402, 3.326, -1.847], [-0.106, -0.312, -3.227], [5.054, 0.595, 0.273], [3.875, 2.540, -1.265], [-5.337, 2.201, -1.824], [-0.433, -0.575, 3.646], [5.556, -1.310, -2.736], [2.261, -0.695, -2.525], [3.064, 1.803, -0.393], [-3.079, 2.242, -0.687], [3.773, -0.008, -3.900], [-6.201, 0.834, 1.191], [-3.816, 0.615, 0.891], [-0.737, 0.800, -3.677], [-2.402, 1.712, -4.507], [-0.819, -1.822, -3.016], [2.325, 1.872, -3.439], [-4.970, 3.789, 0.008], [-3.746, -0.428, 1.795], [-2.686, 1.228, 0.086], [-0.158, 2.816, -4.147], [-0.273, 1.675, 3.951], [5.827, 2.904, -2.084], [-0.923, -5.176, 3.132], [6.899, 1.126, -0.689], [-0.253, -2.801, 0.832], [-0.550, -4.907, 0.651], [-4.907, -1.648, 3.120], [-0.514, -4.067, 1.330], [2.866, -2.127, -0.876], [-0.726, -4.204, 2.696], [-2.793, -0.893, 2.015], [1.921, -1.406, -1.475], [-0.861, -3.151, 4.567], [-4.664, 2.505, -0.580], [-1.548, 0.760, 0.172], [-0.436, -1.829, 2.929], [4.923, -2.713, -0.762]]
}

{
  "formula": "C31H23N5O3S5V",
  "method": "the ωB97M-V functional and the def2-TZVPD basis",
  "multiplicity": 4,
  "charge": -2,
  "energy_ev": -125981.7576,
  "species": ["H", "N", "H", "C", "O", "C", "C", "C", "S", "H", "S", "C", "C", "N", "H", "C", "H", "H", "C", "C", "N", "C", "N", "C", "H", "H", "C", "H", "H", "C", "S", "C", "C", "H", "C", "C", "C", "C", "H", "S", "H", "H", "C", "H", "C", "H", "H", "C", "S", "N", "H", "H", "C", "C", "C", "O", "C", "C", "H", "O", "H", "C", "V", "H", "C", "H", "C", "C"],
  "positions_angstrom": [[-3.699, 0.132, 0.407], [-0.422, -2.593, 2.513], [2.851, 0.855, 5.291], [-0.262, -3.325, 0.250], [0.426, -1.142, 0.974], [-1.226, -5.531, 0.073], [-2.171, 0.251, 1.976], [-1.917, -1.212, -4.074], [-1.066, -4.071, 2.546], [2.738, 2.357, 3.302], [1.803, -0.451, -2.612], [4.817, 1.226, 1.516], [-0.034, -2.254, 1.281], [0.784, 1.925, 2.878], [-3.077, 2.523, -1.164], [0.115, 3.147, -1.730], [-1.245, -0.187, 4.516], [1.731, -1.668, -5.141], [-0.285, 1.239, 3.220], [1.872, 1.791, 3.627], [-2.773, 2.030, 0.832], [-1.794, 2.473, 1.667], [-1.408, 1.354, 2.361], [0.440, -0.936, -3.609], [-0.691, 2.554, -2.150], [3.038, 4.976, -0.141], [0.030, -3.289, -1.102], [-2.944, -1.085, -3.750], [-1.225, -6.340, -1.913], [-0.346, 0.374, 4.306], [4.457, 2.818, 0.978], [2.728, 0.906, 0.459], [2.959, 2.245, 0.281], [-1.711, -6.384, 0.532], [0.213, 4.511, -1.936], [-0.320, -1.972, -5.688], [1.931, 0.953, 4.729], [-0.871, -4.425, 0.816], [-1.955, -0.737, 2.346], [-1.267, 4.057, 1.834], [-0.534, 5.025, -2.525], [0.521, -2.426, -1.541], [-0.949, -5.496, -1.290], [0.807, -0.462, 5.901], [2.199, 4.479, -0.610], [-0.132, -4.375, -2.934], [-4.503, 2.699, -0.109], [-0.328, -4.391, -1.869], [-1.365, -0.055, -1.670], [0.992, 2.456, -1.006], [3.889, -0.703, 1.460], [-0.078, -2.437, -6.639], [1.276, 5.187, -1.352], [0.798, 0.226, 5.065], [-3.423, 2.835, -0.176], [-2.473, -4.017, 2.880], [-3.013, 0.678, 1.027], [2.041, 3.101, -0.452], [-3.164, 3.874, 0.010], [-0.271, -4.993, 3.326], [1.381, 6.259, -1.471], [3.833, 0.344, 1.185], [0.848, 0.320, -0.477], [5.735, 1.034, 2.054], [0.694, -1.541, -4.849], [-2.458, -2.140, -5.931], [-1.645, -1.806, -5.296], [-0.905, -0.768, -3.212]]
}

{
  "formula": "C31H24F15N3O4Zr",
  "method": "the ωB97M-V functional and the def2-TZVPD basis",
  "multiplicity": 1,
  "energy_ev": -87248.6525,
  "species": ["C", "H", "C", "O", "C", "C", "H", "C", "H", "F", "F", "H", "H", "F", "C", "C", "F", "F", "C", "H", "F", "H", "H", "C", "F", "C", "C", "C", "C", "C", "C", "H", "F", "C", "H", "C", "C", "F", "F", "O", "H", "C", "C", "F", "C", "F", "C", "H", "C", "H", "F", "H", "N", "H", "H", "H", "H", "C", "N", "C", "H", "Zr", "C", "C", "H", "F", "N", "H", "F", "C", "C", "H", "C", "H", "O", "H", "C", "O"],
  "positions_angstrom": [[-2.188, 0.397, 2.347], [-0.428, -4.109, -0.798], [2.978, -0.433, -3.096], [-2.361, 2.754, 2.365], [-0.123, 3.074, 0.839], [-0.747, 3.917, -0.090], [4.881, -4.536, -0.307], [-4.158, -0.031, -0.693], [-2.264, 4.183, -1.583], [-2.768, -2.614, -0.387], [0.456, 1.027, -3.677], [2.121, -0.640, 2.317], [4.779, -2.973, 1.602], [-2.296, -2.664, -2.496], [1.282, 1.453, -2.738], [0.418, -3.812, -1.421], [-2.071, -0.314, -3.733], [4.026, 0.354, -3.398], [-2.034, 3.516, -0.753], [2.732, 2.444, 2.370], [3.901, 0.011, -0.545], [-2.857, 3.561, -0.038], [-2.504, -3.242, 3.464], [1.041, 3.465, 1.502], [-3.226, 1.331, -2.945], [-0.156, 5.137, -0.382], [3.904, -3.135, 0.984], [1.643, -3.567, -0.591], [-2.464, -2.208, 3.153], [-3.029, -0.577, -1.560], [2.059, 0.286, -2.071], [0.130, -2.914, -1.969], [3.431, -1.576, -2.603], [-3.157, 0.102, 3.286], [0.598, -4.604, -2.147], [2.725, -2.458, 1.286], [1.609, 4.695, 1.177], [-4.229, -0.467, -3.621], [3.431, 2.045, -1.066], [-0.289, -3.829, 2.030], [-1.991, 2.498, -1.144], [-0.419, -2.679, 1.665], [2.831, -4.231, -0.858], [2.026, 2.432, -3.229], [2.932, 0.835, -0.891], [2.322, -0.699, -4.225], [2.654, -1.575, 2.502], [2.868, -4.930, -1.685], [3.961, -4.013, -0.084], [1.629, 3.162, 3.537], [-4.355, -2.542, -1.852], [-3.988, 1.032, -0.531], [-0.677, 1.773, 1.104], [-4.154, -0.543, 0.269], [1.182, 1.674, 2.720], [2.125, -2.079, 3.315], [-0.627, 5.790, -1.107], [-3.306, -1.228, 3.667], [-1.438, -0.560, 1.820], [-1.522, -1.819, 2.221], [3.652, -1.323, 2.857], [-0.172, -0.053, -0.015], [-3.136, -0.008, -2.993], [-1.772, 1.784, 1.928], [-4.059, -1.496, 4.398], [2.091, 0.920, 0.218], [0.393, -1.977, 0.810], [1.479, 6.475, -0.005], [0.500, 1.977, -1.738], [1.678, 2.633, 2.584], [1.023, 5.523, 0.239], [2.518, 5.003, 1.680], [-3.111, -2.121, -1.592], [-5.130, -0.172, -1.162], [1.134, -0.557, -1.553], [-3.747, 0.905, 3.705], [1.610, -2.670, 0.477], [-1.800, -0.193, -1.061]]
}

Molar mass: 724.836 724.836 878.744 (g mol⁻¹)
Energy above the lowest of the compared OMol25 structures with the same formula, charge and spin: 20.9 11.8 1.5 (kcal/mol)